{
  "formula": "C41H83O13PS",
  "method": "ωB97M-V/def2-TZVPD",
  "homo_energy_ha": -0.32128,
  "e_tot_ev": -90597.5761,
  "homo_lumo_gap_ev": 8.70,
  "fmax_ev_per_a": 6.9,
  "elements": ["S", "P", "O", "O", "O", "O", "O", "O", "O", "O", "O", "O", "O", "O", "O", "C", "C", "C", "C", "C", "C", "C", "C", "C", "C", "C", "C", "C", "C", "C", "C", "C", "C", "C", "C", "C", "C", "C", "C", "C", "C", "C", "C", "C", "C", "C", "C", "C", "C", "C", "C", "C", "C", "C", "C", "C", "H", "H", "H", "H", "H", "H", "H", "H", "H", "H", "H", "H", "H", "H", "H", "H", "H", "H", "H", "H", "H", "H", "H", "H", "H", "H", "H", "H", "H", "H", "H", "H", "H", "H", "H", "H", "H", "H", "H", "H", "H", "H", "H", "H", "H", "H", "H", "H", "H", "H", "H", "H", "H", "H", "H", "H", "H", "H", "H", "H", "H", "H", "H", "H", "H", "H", "H", "H", "H", "H", "H", "H", "H", "H", "H", "H", "H", "H", "H", "H", "H", "H", "H"],
  "xyz": [[-1.0396, -3.7910, 0.8782], [-1.6168, -3.4968, -1.1889], [-4.4203, 3.5999, 3.1166], [3.9463, -0.4526, 0.5147], [1.5286, 6.8399, -3.0911], [-3.4080, -1.8600, -2.4082], [-2.4196, -7.3805, -0.2311], [-2.2323, -4.8987, -1.9125], [0.2734, -3.2485, 4.2855], [0.1482, 0.8066, 3.4848], [2.0795, -4.5880, -0.8213], [3.3528, 4.8816, 0.6951], [-0.7529, 9.6492, -0.4810], [-3.6194, -1.7631, -0.0546], [-2.4769, -10.3336, -3.8112], [-2.1939, -10.6250, -5.1870], [-0.1327, -2.7231, -2.0444], [1.2356, 2.7086, 2.5824], [3.5188, 5.9103, 1.6803], [0.6669, 6.7758, -5.2972], [4.8256, -1.3704, -1.4844], [4.1377, -1.6964, -0.1737], [-4.8449, 1.5119, 4.1513], [-3.0488, -2.2096, -1.2211], [1.5556, 0.6837, 3.7373], [-1.1953, -2.3558, 5.9204], [0.5265, -3.5723, -3.2374], [2.2578, 1.6109, 2.7662], [-0.3963, 9.1014, 0.7955], [-3.5545, -6.8894, -1.0162], [1.1628, -5.5129, -1.4510], [0.1011, 6.9734, -3.0218], [-4.1936, 1.2616, 2.8100], [-0.7204, -2.2282, 4.4875], [1.9296, 6.8946, -4.4668], [-0.3645, 7.4147, -4.3947], [-2.2232, 10.5413, 1.1484], [-1.7459, 10.6653, -0.2851], [4.7124, 0.5635, -0.1480], [3.3433, 7.2351, 0.9651], [-3.5945, -7.5597, -2.4991], [0.6293, -3.8002, 5.5603], [-0.0673, 1.9364, 2.6269], [2.3714, 6.8724, -0.1347], [2.8152, 5.4708, -0.4988], [-0.7020, -10.4386, -5.3771], [5.6348, -0.1464, -1.1190], [-4.5033, 2.9677, 4.4008], [3.0771, -5.2895, -0.0251], [-0.1630, -10.8038, -4.0127], [-3.4776, -5.2891, -1.2171], [0.7489, -5.1361, -2.9522], [0.0395, -2.8844, 6.6152], [-4.4088, 2.5842, 2.1026], [-0.9884, 10.0181, 1.8470], [-1.2371, -10.2582, -3.0930], [0.8258, -10.3907, -3.8054], [-0.0390, -3.3916, -4.2329], [1.9941, 4.8557, -0.8746], [-1.3895, 7.1108, -4.6145], [-5.3773, 2.6092, 1.5922], [4.0125, 1.2219, -0.6733], [2.7480, 5.7679, 2.4463], [-0.3051, 8.5052, -4.4769], [2.9864, 8.0303, 1.6229], [5.2571, 1.1542, 0.5923], [-3.6250, 2.8021, 1.3732], [0.1863, -5.6926, -0.8630], [4.5000, 5.8137, 2.1513], [-2.5942, 11.4829, 1.5570], [0.7530, 7.2542, -6.2745], [-1.3178, -10.8230, -2.1612], [-3.6895, -8.7014, -2.4553], [-0.4811, -9.3880, -5.5944], [-2.7845, -9.9691, -5.8307], [0.4201, 5.7203, -5.4532], [2.4249, 1.0971, 1.8142], [-1.0546, -9.2061, -2.8487], [1.2852, 3.4073, 3.4248], [-1.2718, 11.6363, -0.4639], [4.7670, -2.3347, 0.4566], [0.1984, -4.8056, 5.6221], [2.3906, 7.5585, -0.9819], [2.6882, -6.2816, 0.4173], [-4.5306, -7.1034, -0.4426], [3.3774, -4.6137, 0.8664], [-2.6551, -7.3173, -3.1110], [-5.2516, 3.4760, 5.0135], [0.6905, 9.0221, 0.8713], [-1.5632, -1.4146, 6.3327], [3.6107, 5.4885, -1.2511], [0.6784, -2.3995, -1.2815], [-4.6162, 0.4144, 2.2671], [-3.0270, 9.8003, 1.2118], [-0.3144, 5.9946, -2.7575], [-2.4915, -11.6618, -5.3775], [1.6820, -6.5517, -1.4904], [1.3518, 6.8495, 0.2643], [-3.5266, 3.0681, 4.8873], [-3.1220, 1.0808, 2.9464], [-2.6192, -7.0553, 0.6821], [1.6050, -5.5019, -3.6464], [3.9939, -5.4381, -0.6955], [-0.1712, -3.3982, 7.5550], [-5.9302, 1.3919, 4.0651], [-2.0011, -3.0952, 5.9829], [-0.1643, 7.6877, -2.2387], [-0.3126, -2.6559, 1.2911], [-3.4915, -4.7966, -0.1779], [-0.1925, -5.6897, -3.3315], [0.7301, -2.0600, 6.8225], [1.7371, 0.9827, 4.7756], [2.6440, 6.0938, -4.6732], [1.8611, -0.3590, 3.6165], [2.4260, 7.8567, -4.6332], [1.3624, 3.2771, 1.6593], [-0.8979, 2.5352, 3.0086], [-1.1990, 9.5068, 2.7880], [-0.8253, 8.0953, 0.8594], [4.0799, -1.1096, -2.2432], [5.4271, -2.1972, -1.8667], [-1.5305, -2.3552, 3.7645], [1.5818, -3.1202, -3.4151], [-4.4802, -7.0803, -3.0435], [4.2960, 7.5535, 0.5284], [-0.3372, 1.5565, 1.6354], [-0.2967, -11.0474, -6.1873], [3.1736, -2.1903, -0.3168], [-0.2444, -1.2597, 4.3107], [-0.1061, -11.8931, -3.9159], [-4.3480, -4.8936, -1.8536], [3.2216, 1.9652, 3.1365], [6.5545, -0.4493, -0.6074], [-0.2999, 10.8448, 2.0528], [-0.5056, -1.7271, -2.5116], [-2.5538, 10.5337, -1.0090], [5.9087, 0.4717, -1.9758], [-4.4898, 0.8495, 4.9430], [1.7162, -3.8817, 5.6351]],
  "forces_ev_per_angstrom": [[0.2, -0.1, 0.0], [-0.3, 0.8, -0.1], [0.0, -0.3, 0.1], [0.2, -0.1, -0.3], [-0.1, 0.0, -0.4], [2.1, -1.9, 3.3], [-1.6, 1.1, 0.1], [1.2, 2.0, 2.0], [-0.1, 0.0, 0.3], [0.2, 0.2, -0.1], [-0.5, -1.3, 0.1], [0.0, 0.3, 0.1], [-0.1, 0.1, 0.3], [3.7, -2.9, -5.1], [0.4, -0.1, -0.2], [-0.3, -0.2, 0.0], [0.6, 0.7, -1.2], [-0.1, 0.5, 0.1], [-0.1, -0.3, 0.2], [0.0, -0.4, -0.3], [-0.2, -0.2, -0.4], [-0.1, -0.1, 0.3], [-0.4, -0.1, 0.2], [-5.0, 3.9, 1.5], [0.0, -0.1, 0.3], [-0.5, -0.1, 0.0], [1.1, 0.2, -0.3], [0.3, -0.2, -0.4], [0.0, -0.3, -0.2], [0.1, 0.5, -1.5], [-0.7, -1.6, -0.7], [-0.1, -0.2, 0.4], [0.4, -0.3, -0.2], [0.2, 0.4, -0.3], [0.3, 0.1, 0.1], [-0.2, 0.4, 0.0], [-0.5, -0.1, 0.0], [0.1, 0.2, -0.3], [-0.3, 0.3, 0.1], [0.3, 0.2, 0.1], [0.1, 0.2, 0.8], [0.0, -0.3, -0.2], [-0.3, -0.1, -0.2], [-0.4, 0.2, -0.1], [0.2, -0.2, -0.2], [0.1, 0.3, -0.4], [0.5, 0.1, 0.1], [0.2, 0.3, 0.1], [0.5, 0.4, 0.6], [0.2, -0.4, 0.2], [-0.9, -0.5, 0.8], [0.6, 0.2, -0.9], [0.3, 0.2, 0.3], [-0.2, 0.2, -0.2], [0.3, 0.2, 0.3], [-0.2, 0.2, 0.2], [-0.1, 0.0, 0.0], [0.7, -0.5, 1.8], [0.1, 0.0, 0.1], [0.1, 0.0, 0.0], [0.0, -0.1, -0.1], [0.1, 0.1, 0.0], [0.0, 0.1, 0.1], [0.0, -0.1, 0.0], [0.0, -0.1, 0.0], [-0.1, 0.0, 0.0], [-0.1, 0.1, 0.1], [1.6, 0.5, -0.4], [0.0, -0.1, 0.0], [0.0, -0.1, -0.1], [0.0, 0.0, 0.1], [-0.1, 0.1, -0.1], [0.0, 1.8, 0.0], [0.0, -0.1, 0.0], [0.0, 0.0, 0.1], [0.0, 0.1, 0.0], [0.1, 0.0, 0.1], [0.1, 0.0, 0.1], [0.0, 0.0, -0.1], [-0.1, 0.0, 0.0], [0.0, -0.1, -0.1], [0.1, 0.0, 0.1], [0.0, -0.2, 0.1], [0.6, 1.5, -0.8], [1.3, 0.3, -1.0], [-0.6, -1.0, -1.6], [-1.3, -0.2, 1.1], [0.1, 0.1, -0.1], [-0.1, 0.0, -0.1], [0.0, 0.0, -0.1], [-0.1, 0.0, -0.1], [-1.6, -1.1, -0.9], [0.1, 0.1, 0.0], [0.0, 0.1, 0.0], [-0.1, 0.0, 0.0], [0.0, 0.0, -0.1], [-0.9, 1.6, -0.1], [0.1, 0.0, -0.1], [0.0, 0.0, 0.1], [-0.1, 0.0, -0.1], [0.5, -0.5, -1.0], [-1.4, 0.8, 1.1], [-1.2, -0.1, 1.1], [0.0, 0.0, -0.1], [0.1, 0.0, 0.1], [0.0, 0.1, 0.0], [0.1, 0.0, 0.0], [-0.9, -0.9, -1.2], [-0.2, -0.6, -1.5], [1.5, 0.6, 1.2], [0.0, -0.1, 0.0], [0.1, 0.0, 0.0], [0.0, 0.0, 0.1], [-0.1, 0.0, 0.0], [0.0, 0.0, -0.1], [0.0, 0.0, 0.1], [0.0, -0.1, 0.0], [0.0, 0.0, -0.1], [0.1, 0.0, 0.1], [0.0, -0.1, 0.0], [-0.1, 0.0, 0.0], [0.1, -0.1, 0.0], [-1.8, -0.6, 0.4], [1.1, -0.9, 0.7], [-0.1, 0.0, 0.1], [0.0, 0.1, 0.0], [-0.1, 0.0, 0.0], [0.0, 0.0, 0.1], [-0.2, -0.1, 0.0], [0.0, 0.1, 0.0], [1.2, -0.6, 1.1], [-0.1, 0.0, 0.0], [0.0, 0.1, -0.1], [0.0, -0.1, 0.0], [0.2, -1.7, 0.9], [0.1, 0.0, 0.0], [0.0, 0.0, 0.1], [0.0, 0.1, 0.0], [0.0, 0.0, -0.1]],
  "lowdin_charge": [0.528, 0.799, -0.147, -0.152, -0.165, -0.088, -0.080, -0.310, -0.165, -0.167, -0.264, -0.156, -0.149, -0.172, -0.163, -0.200, -0.275, -0.172, -0.207, -0.179, -0.176, -0.204, -0.178, -0.674, -0.201, -0.170, -0.222, -0.166, -0.210, -0.337, -0.246, -0.194, -0.171, -0.202, -0.199, -0.174, -0.179, -0.204, -0.204, -0.172, -0.044, -0.207, -0.198, -0.190, -0.200, -0.179, -0.176, -0.212, -0.103, -0.177, -0.180, -0.180, -0.178, -0.202, -0.175, -0.208, 0.114, 0.125, 0.116, 0.116, 0.117, 0.120, 0.112, 0.118, 0.108, 0.121, 0.115, 0.082, 0.116, 0.114, 0.114, 0.122, 0.082, 0.115, 0.118, 0.116, 0.101, 0.105, 0.116, 0.117, 0.117, 0.116, 0.108, 0.103, 0.155, 0.099, 0.082, 0.114, 0.103, 0.116, 0.119, 0.095, 0.117, 0.118, 0.122, 0.118, 0.128, 0.104, 0.113, 0.105, 0.101, 0.119, 0.102, 0.113, 0.115, 0.116, 0.107, -0.091, 0.104, 0.109, 0.115, 0.119, 0.117, 0.116, 0.118, 0.106, 0.113, 0.116, 0.121, 0.114, 0.114, 0.110, 0.117, 0.092, 0.118, 0.121, 0.114, 0.099, 0.090, 0.117, 0.152, 0.120, 0.117, 0.117, 0.116, 0.118, 0.115, 0.111, 0.115]
}